Entry 1:
{"formula": "C24H32N2O5S2", "method": "wB97M-V/def2-TZVPD", "total_energy_ev": -60295.2617, "homo_lumo_gap_ev": 8.46, "e_lumo_ev": 0.59, "e_above_lowest_ev": 0.050, "homo_ev": -7.876, "total_charge": 0, "smiles": "COc1ccc(OC)c(N(CC(=O)NCCSC2CCCCC2)S(=O)(=O)c2ccccc2)c1", "elements": ["C", "H", "O", "C", "C", "C", "C", "C", "C", "H", "N", "S", "O", "O", "C", "C", "C", "C", "C", "C", "H", "H", "H", "H", "H", "C", "H", "C", "O", "N", "H", "C", "C", "H", "H", "S", "C", "C", "C", "C", "C", "C", "H", "H", "H", "H", "H", "H", "H", "H", "H", "H", "H", "H", "H", "H", "O", "C", "H", "H", "H", "H", "H", "H", "H"], "positions_angstrom": [[-5.495, -3.565, 0.129], [-6.338, -4.238, -0.018], [-6.014, -2.266, -0.039], [-5.148, -1.216, -0.008], [-5.683, 0.038, -0.284], [-4.874, 1.159, -0.296], [-3.519, 1.055, -0.017], [-2.977, -0.206, 0.260], [-3.789, -1.330, 0.264], [-3.334, -2.292, 0.422], [-1.595, -0.267, 0.506], [-0.612, 0.347, -0.714], [0.556, -0.500, -0.765], [-1.331, 0.548, -1.930], [-0.007, 1.923, -0.103], [0.137, 2.160, 1.249], [0.677, 3.365, 1.672], [1.077, 4.311, 0.742], [0.930, 4.062, -0.613], [0.385, 2.861, -1.038], [0.248, 2.637, -2.084], [1.239, 4.801, -1.338], [1.500, 5.247, 1.075], [0.786, 3.564, 2.727], [-0.191, 1.421, 1.961], [-1.017, -1.340, 1.285], [-0.151, -0.938, 1.819], [-0.587, -2.527, 0.409], [-1.327, -3.008, -0.422], [0.628, -3.033, 0.702], [1.248, -2.512, 1.304], [1.294, -3.937, -0.209], [2.412, -3.215, -0.953], [2.067, -2.226, -1.247], [2.717, -3.781, -1.832], [3.897, -3.038, 0.106], [4.253, -1.237, 0.164], [3.232, -0.471, 0.993], [3.666, 0.989, 1.119], [3.813, 1.612, -0.265], [4.832, 0.834, -1.093], [4.399, -0.625, -1.220], [5.131, -1.191, -1.801], [3.440, -0.662, -1.741], [4.923, 1.276, -2.087], [5.812, 0.885, -0.611], [4.120, 2.656, -0.174], [2.845, 1.588, -0.769], [2.926, 1.545, 1.699], [4.622, 1.042, 1.648], [3.147, -0.924, 1.985], [2.262, -0.507, 0.494], [5.222, -1.226, 0.674], [0.538, -4.285, -0.917], [1.695, -4.789, 0.349], [-1.761, -1.675, 2.012], [-2.643, 2.112, 0.033], [-3.047, 3.322, -0.566], [-3.854, 3.799, 0.001], [-2.169, 3.966, -0.550], [-3.365, 3.162, -1.600], [-5.314, 2.116, -0.521], [-6.735, 0.118, -0.504], [-4.717, -3.786, -0.608], [-5.090, -3.707, 1.137]]}


Entry 2:
{"formula": "C5H15N2O", "method": "wB97M-V/def2-TZVPD", "total_energy_ev": -10449.5373, "homo_lumo_gap_ev": 8.70, "e_lumo_ev": -3.07, "e_above_lowest_ev": 1.024, "homo_ev": -11.773, "total_charge": 1, "elements": ["C", "C", "C", "C", "C", "N", "N", "H", "H", "H", "H", "H", "H", "H", "H", "H", "H", "H", "H", "H", "H", "H", "O"], "positions_angstrom": [[-1.996, 1.235, -0.856], [-1.076, 0.114, -0.465], [-0.562, 0.310, 0.976], [0.123, -0.898, 1.555], [-0.034, -2.173, 1.171], [1.026, -0.578, 2.542], [0.025, -0.098, -1.424], [-1.537, 2.240, -0.893], [-2.407, 1.128, -1.876], [-2.890, 1.256, -0.249], [-1.687, -0.795, -0.306], [-1.417, 0.692, 1.540], [0.167, 1.118, 1.051], [-0.754, -2.535, 0.463], [0.481, -2.971, 1.697], [1.692, -1.287, 2.788], [0.918, 0.208, 3.156], [0.774, 0.600, -1.312], [-0.367, -0.122, -2.368], [0.558, -0.957, -1.239], [3.075, 1.643, -2.625], [3.248, 0.627, -1.467], [2.638, 1.244, -1.856]]}


Entry 3:
{"formula": "C27H25F4O3", "method": "wB97M-V/def2-TZVPD", "total_energy_ev": -45418.0952, "homo_lumo_gap_ev": 6.53, "e_lumo_ev": 2.33, "homo_ev": -4.202, "total_charge": -1, "elements": ["O", "C", "O", "C", "C", "O", "H", "H", "H", "H", "H", "F", "C", "C", "C", "C", "C", "C", "H", "H", "H", "H", "H", "F", "C", "C", "C", "C", "C", "C", "H", "H", "H", "H", "H", "F", "C", "C", "C", "C", "C", "C", "H", "H", "H", "H", "H", "F", "C", "C", "C", "C", "C", "C", "H", "H", "H", "H", "H"], "positions_angstrom": [[1.676, 0.164, -2.995], [1.736, 0.911, -3.999], [2.570, 0.909, -4.937], [0.579, 1.919, -4.166], [-0.505, 1.265, -5.023], [-1.788, 1.368, -4.382], [0.974, 2.797, -4.666], [0.155, 2.188, -3.206], [-0.264, 0.215, -5.158], [-0.533, 1.733, -6.004], [-2.170, 0.491, -4.396], [-3.380, -2.100, -3.326], [-2.180, -2.224, -2.701], [-1.568, -1.091, -2.208], [-0.331, -1.218, -1.594], [0.262, -2.467, -1.473], [-0.383, -3.593, -1.965], [-1.618, -3.478, -2.589], [-2.040, -0.125, -2.329], [0.179, -0.339, -1.230], [1.235, -2.556, -1.010], [0.086, -4.565, -1.883], [-2.134, -4.340, -2.992], [1.847, -1.537, 2.052], [0.709, -0.953, 2.472], [0.789, 0.105, 3.355], [-0.387, 0.701, 3.786], [-1.616, 0.235, 3.337], [-1.668, -0.832, 2.451], [-0.499, -1.434, 2.010], [1.756, 0.451, 3.693], [-0.343, 1.533, 4.475], [-2.529, 0.703, 3.678], [-2.623, -1.202, 2.102], [-0.519, -2.260, 1.312], [-1.998, -2.231, 6.975], [-1.699, -3.409, 6.389], [-1.673, -4.549, 7.167], [-1.366, -5.759, 6.561], [-1.090, -5.812, 5.202], [-1.122, -4.649, 4.444], [-1.431, -3.434, 5.036], [-1.887, -4.484, 8.225], [-1.343, -6.663, 7.154], [-0.849, -6.757, 4.734], [-0.903, -4.683, 3.385], [-1.464, -2.520, 4.458], [0.246, 5.107, -3.253], [1.427, 5.623, -2.885], [2.220, 6.228, -3.840], [3.440, 6.759, -3.453], [3.853, 6.678, -2.130], [3.040, 6.060, -1.190], [1.816, 5.527, -1.564], [1.884, 6.265, -4.867], [4.075, 7.231, -4.190], [4.811, 7.086, -1.835], [3.364, 5.982, -0.161], [1.171, 5.032, -0.851]]}


Entry 4:
{"formula": "C4H12N2O2", "method": "wB97M-V/def2-TZVPD", "total_energy_ev": -11415.9949, "homo_lumo_gap_ev": 9.29, "e_lumo_ev": 0.56, "e_above_lowest_ev": 3.222, "homo_ev": -8.725, "total_charge": 0, "smiles": "CN(C)CC(N)=O.O", "elements": ["C", "N", "C", "C", "C", "N", "O", "H", "H", "H", "H", "H", "H", "H", "H", "H", "H", "H", "H", "O"], "positions_angstrom": [[0.628, 1.228, -1.101], [0.001, -0.108, -0.900], [0.017, -1.018, -2.062], [0.768, -0.662, 0.261], [-0.301, -1.457, 1.090], [-1.437, -0.676, 1.509], [-0.376, -2.640, 1.232], [-0.005, 1.878, -0.428], [1.643, 1.265, -1.017], [0.549, 1.755, -2.115], [-0.009, -0.534, -3.031], [-0.626, -1.823, -2.130], [1.058, -1.291, -2.172], [1.344, 0.081, 0.841], [1.620, -1.422, -0.036], [-2.270, -0.926, 1.863], [-1.430, 0.328, 1.424], [-0.871, 2.632, 2.472], [-0.060, 1.266, 2.373], [-0.243, 2.124, 1.927]]}